# 1
# C5H4F2

2 unconnected molecules or ions with the total composition C5H4F2 (ωB97M-V/def2-TZVPD, OMol25).

Computed properties:
- E: -392.47015 a.u.
- Total charge: 0
- SMILES string: C=C=C(F)F.C#C
- Energy above the lowest of the compared OMol25 structures with the same formula, charge and spin: 379.2 kJ/mol
- Spin multiplicity: 1
- HOMO energy: -9.84 eV

XYZ file:
```
11
Properties=species:S:1:pos:R:3:mulliken_charge:R:1
C -0.71857 -1.80502 0.52365 -0.687
C -1.19460 -0.68837 0.06751 0.295
C 2.20313 0.66241 0.18438 -0.617
C 1.91956 1.37522 -0.68166 -0.206
C -1.62512 0.47133 -0.20838 0.241
F -1.93213 0.88263 -1.46185 -0.227
F -1.60226 1.50848 0.64285 -0.206
H -1.38068 -2.41852 0.98602 0.276
H 2.56151 0.13174 1.06357 0.378
H 0.26010 -2.00514 0.35455 0.306
H 1.50904 1.88523 -1.47063 0.448
```

=====

# 2
# C2H2N2O2S

C2H2N2O2S in the gas phase (ωB97M-V/def2-TZVPD, OMol25).

Computed properties:
- E: -735.44759 a.u.
- Total charge: 0
- SMILES string: N#C[C@H](S)[N+](=O)[O-]
- Energy above the lowest of the compared OMol25 structures with the same formula, charge and spin: 366.7 kJ/mol
- Spin multiplicity: 1
- HOMO energy: -10.43 eV

XYZ file:
```
9
Properties=species:S:1:pos:R:3:mulliken_charge:R:1
C 0.45723 -1.31171 0.08205 0.224
C 0.23767 -0.05482 -0.49227 -0.194
N 0.64149 -2.37228 0.44317 -0.315
N -1.20903 0.48544 0.00543 0.949
O -2.06461 -0.08716 -0.55964 -0.512
O -1.21524 1.34860 0.81542 -0.502
S 1.53600 1.09591 -0.00051 -0.131
H 0.27600 0.06782 -1.64690 0.298
H 1.34048 0.82819 1.35325 0.183
```

=====

# 3
# C32H67NO7Si

6 unconnected molecules or ions with the total composition C32H67NO7Si (ωB97M-V/def2-TZVPD, OMol25).

Computed properties:
- E: -2130.12998 a.u.
- Total charge: 0
- SMILES string: C[Si](C)(C)[C@@H]1C[C@H](CCCCCN)[C@H](O)O1.C1CCOC1.C1CCOC1.C1CCOC1.C1CCOC1.C1CCOC1
- Spin multiplicity: 1
- HOMO energy: -9.22 eV

XYZ file:
```
108
Properties=species:S:1:pos:R:3:mulliken_charge:R:1
C 1.43145 6.24482 -2.55350 -0.983
Si 0.17969 4.78627 -2.44851 0.283
C -0.84212 4.97912 -0.80204 -0.789
C -1.09450 4.98498 -3.92484 -0.934
C 0.94502 3.03153 -2.64313 0.396
C 2.16522 2.54738 -1.64583 -0.734
C 2.17066 0.96592 -2.07703 -0.049
C 3.36791 -0.03110 -1.56814 -0.719
C 2.91088 -1.56778 -2.04523 -0.287
C 3.23303 -2.71377 -0.91554 -0.607
C 1.84265 -3.20935 -0.13264 -0.599
C 0.76744 -3.94566 -1.15176 0.131
N -0.62618 -3.55499 -0.61890 -0.682
C 1.90838 1.16684 -3.69730 0.115
O 3.00859 0.77020 -4.62379 -0.531
O 1.43253 2.56760 -3.95157 -0.411
H 2.38819 5.98621 -3.17613 0.280
H 1.73140 6.59750 -1.45378 0.294
H 0.85467 7.14438 -3.08253 0.254
H -1.86292 5.49305 -1.12815 0.075
H -1.12130 3.95384 -0.31141 0.360
H -0.27489 5.71653 -0.07188 0.250
H -0.45895 5.01869 -4.90847 0.256
H -1.81319 4.03735 -4.00349 0.273
H -1.74617 5.95362 -3.78949 0.248
H 0.07333 2.24429 -2.42899 0.078
H 3.25117 2.98002 -1.81394 0.281
H 1.92610 2.53128 -0.49421 0.314
H 1.20097 0.56292 -1.54275 0.267
H 3.46452 -0.00983 -0.38111 0.292
H 4.41456 0.17559 -2.05201 0.277
H 3.30059 -1.84666 -3.11297 0.329
H 1.72117 -1.50711 -2.12134 0.069
H 4.10023 -2.43686 -0.17107 0.323
H 3.59364 -3.67796 -1.51864 0.222
H 2.13850 -3.93017 0.75264 0.252
H 1.38257 -2.23781 0.33530 0.296
H 0.82674 -3.49060 -2.25321 0.307
H 0.90161 -5.10620 -1.23243 -0.047
H -0.71161 -3.81338 0.39698 0.139
H -1.27024 -4.19773 -1.16522 0.284
H 0.91861 0.54189 -3.93121 0.112
H 2.70062 1.14946 -5.51862 0.345
C -4.15847 7.73258 3.00866 -0.422
C -4.50604 6.59588 2.08246 -0.466
C -3.14588 6.18209 1.56441 0.524
O -2.20055 6.46432 2.60548 -0.464
C -2.84707 7.26725 3.60276 -0.527
H -4.92185 7.93257 3.76479 0.365
H -4.00142 8.64952 2.42822 0.099
H -4.95344 5.77475 2.65489 0.319
H -5.19963 6.87452 1.28508 0.260
H -2.85993 6.76915 0.68523 -0.517
H -3.10143 5.12048 1.30465 0.288
H -3.01218 6.63697 4.48339 0.284
H -2.19583 8.09877 3.88587 0.280
C -0.49742 -3.92379 4.37323 -0.414
C -1.74602 -3.09658 4.53887 -0.529
C -2.62490 -3.62303 3.42529 -0.392
O -2.27000 -4.99894 3.23021 -0.409
C -1.05912 -5.26401 3.95183 -0.098
H 0.11374 -3.98301 5.27736 0.366
H 0.11964 -3.50729 3.56819 0.113
H -2.20620 -3.31038 5.51078 0.261
H -1.57223 -2.01960 4.47230 0.339
H -2.43640 -3.09286 2.48574 0.234
H -3.69038 -3.54750 3.66088 0.284
H -1.31657 -5.87741 4.82217 0.339
H -0.36871 -5.82843 3.31901 -0.057
C -0.75161 -8.64676 0.17502 -0.763
C 0.31071 -9.65826 -0.17005 -0.563
C 1.26948 -8.83828 -1.00554 -0.359
O 1.19117 -7.48918 -0.52502 -0.355
C 0.06039 -7.38224 0.35084 0.263
H -1.33387 -8.90632 1.06276 0.370
H -1.44328 -8.53262 -0.66813 0.289
H 0.80964 -9.99875 0.74494 0.243
H -0.07204 -10.53559 -0.69759 0.370
H 0.97482 -8.83496 -2.06031 0.327
H 2.30061 -9.19588 -0.93242 0.115
H 0.43862 -7.29308 1.37506 -0.067
H -0.50912 -6.48054 0.10940 0.137
C 5.01102 -7.61794 0.50244 -0.515
C 5.52601 -8.46255 1.63917 -0.550
C 5.57372 -7.46673 2.77746 -0.507
O 4.52937 -6.51279 2.53987 -0.430
C 4.03541 -6.70043 1.20644 0.546
H 4.54807 -8.19690 -0.30066 0.245
H 5.83259 -7.03180 0.07373 0.316
H 4.80514 -9.25650 1.86734 0.244
H 6.49450 -8.92743 1.43811 0.360
H 6.52498 -6.92425 2.79142 0.277
H 5.42658 -7.93827 3.75340 0.273
H 3.04277 -7.15801 1.27939 -0.308
H 3.93726 -5.73124 0.70973 -0.030
C -4.92939 10.59279 -1.72723 -0.539
C -3.46352 10.25526 -1.81683 -0.583
C -3.34289 9.10552 -0.84052 -0.125
O -4.60222 8.41910 -0.84832 -0.332
C -5.55806 9.22835 -1.54740 -0.472
H -5.31174 11.12647 -2.60100 0.336
H -5.11465 11.20961 -0.83979 0.271
H -3.22339 9.91181 -2.82998 0.241
H -2.80379 11.09212 -1.57409 0.370
H -3.16514 9.46607 0.17819 0.156
H -2.54270 8.40977 -1.10902 0.121
H -5.75532 8.75214 -2.51401 0.265
H -6.49241 9.26792 -0.98072 0.273
```

=====

# 4
# C16H20O12Pd

A molecular structure, C16H20O12Pd (ωB97M-V/def2-TZVPD, OMol25).

Computed properties:
- E: -1652.06952 a.u.
- Total charge: -3
- Spin multiplicity: 4
- HOMO energy (alpha / beta): 3.80 / 0.91 eV

XYZ file:
```
49
Properties=species:S:1:pos:R:3:mulliken_spin:R:1
Pd -0.86280 -0.50461 -0.64876 1.539
C 1.07184 -1.44321 -4.76463 0.006
C 0.58572 -0.30527 -3.91072 0.019
O 0.23455 -0.74130 -2.62348 0.047
H 0.89014 -1.18733 -5.80848 -0.002
H 0.52605 -2.38612 -4.73106 0.002
H 2.14949 -1.49507 -4.60941 0.001
H -0.36483 -0.07943 -4.39400 0.003
H 1.14238 0.63183 -3.91969 0.000
C -4.73753 -1.26655 -0.52250 -0.004
C -3.75565 -2.33129 -0.16867 0.002
O -2.47873 -2.10928 -0.76207 0.141
H -4.88309 -1.04277 -1.57930 0.000
H -4.47326 -0.30918 -0.07339 -0.002
H -5.70154 -1.58249 -0.12379 0.001
H -4.20212 -3.26517 -0.51020 0.009
H -3.70233 -2.37076 0.91931 -0.001
C -3.24600 2.95394 0.33895 0.020
C -2.31431 1.86736 0.21508 -0.046
C -1.96862 1.02747 1.50752 0.001
O -1.16500 0.04719 1.40501 0.056
C -2.53111 1.46021 2.75098 0.008
C -3.41510 2.49350 2.81849 0.002
C -3.81111 3.17626 1.52504 -0.001
O -4.69815 4.08544 1.39171 -0.004
O -3.80197 2.85043 4.01254 0.000
O -2.01852 1.36738 -0.85336 0.082
H -3.44533 3.34824 -0.64654 -0.001
H -2.19608 1.03708 3.68646 -0.002
C 3.66735 -3.36422 1.15565 0.525
C 3.36908 -2.42529 2.35529 1.563
O 2.23541 -1.77977 1.97071 -0.764
C 1.73902 -2.19188 0.88368 -0.262
O 0.77334 -1.72633 0.37945 -0.039
O 2.57127 -3.11231 0.31264 -0.034
H 3.61768 -4.42865 1.38506 -0.147
H 4.54075 -3.08562 0.56603 -0.319
H 4.13037 -1.64606 2.31877 -0.076
H 3.35919 -2.91138 3.33085 -0.154
C 3.39486 3.19707 0.69542 1.160
C 4.25979 2.05759 0.60259 3.238
O 3.38392 1.01265 0.21894 -1.378
C 2.08437 1.46305 0.24690 -0.153
O 1.01167 0.84222 0.01449 -0.061
O 2.11742 2.66880 0.50243 -0.359
H 3.61872 3.85125 -0.14722 -0.347
H 3.60564 3.69641 1.64111 -0.428
H 4.52307 1.86231 1.64213 -0.363
H 5.17000 2.09375 0.00401 -0.480
```

=====

# 5
# C3H3NS

C3H3NS in the gas phase (ωB97M-V/def2-TZVPD, OMol25).

Computed properties:
- E: -569.00239 a.u.
- Total charge: 0
- SMILES string: CC(=S)C#N
- Energy above the lowest of the compared OMol25 structures with the same formula, charge and spin: 39.9 kJ/mol
- Spin multiplicity: 1
- HOMO energy (alpha / beta): -9.70 / -9.70 eV

XYZ file:
```
8
Properties=species:S:1:pos:R:3:mulliken_charge:R:1
C -0.13895 0.59126 2.49905 0.206
C -0.48800 -0.39188 1.50989 0.298
C -0.14545 0.02941 0.09521 -1.025
N 0.05980 1.32027 3.34978 -0.306
S -1.24700 -1.76151 2.03899 -0.151
H -0.16829 1.11545 -0.13729 0.316
H -0.70469 -0.36348 -0.73299 0.366
H 0.80676 -0.32528 -0.33156 0.296
```